Record 1
{
  "formula": "C7H6F3N3O2",
  "method": "ωB97M-V with the def2-TZVPD basis set",
  "symbols": ["N", "C", "C", "C", "N", "C", "O", "N", "C", "O", "C", "F", "F", "C", "F", "H", "H", "H", "H", "H", "H"],
  "coordinates": [[-1.637, -0.702, 1.359], [-0.435, -0.394, 0.534], [-0.272, 1.136, 0.612], [0.794, 1.945, 0.587], [2.088, 1.553, 0.505], [3.073, 1.237, -0.020], [4.128, 0.940, -0.484], [0.707, -1.014, 1.118], [1.817, -1.415, 0.762], [2.889, -1.867, 0.660], [-0.651, -0.793, -0.964], [0.436, -0.327, -1.666], [-0.671, -2.150, -1.100], [-1.960, -0.310, -1.667], [-2.367, 0.936, -1.444], [-1.457, -0.017, 2.122], [-1.486, -1.717, 1.594], [-1.168, 1.652, 0.686], [0.745, 3.011, 0.770], [-1.835, -0.559, -2.756], [-2.738, -1.147, -1.207]],
  "nbo_charge": [-0.811, 0.176, -0.239, 0.019, -0.538, 0.879, -0.523, -0.599, 0.894, -0.477, 0.641, -0.347, -0.335, 0.008, -0.326, 0.380, 0.384, 0.224, 0.218, 0.190, 0.182],
  "total_charge": 0,
  "orbital_gap_ev": 10.385,
  "e_homo_ev": -9.8462,
  "lumo_energy_ha": 0.0198,
  "total_energy_ev": -24072.557
}

Record 2
{
  "formula": "C3H5O5P",
  "method": "ωB97M-V with the def2-TZVPD basis set",
  "symbols": ["C", "C", "O", "O", "C", "O", "P", "O", "O", "H", "H", "H", "H", "H"],
  "coordinates": [[0.881, 0.543, -1.127], [1.426, -0.762, -0.491], [2.510, -0.680, 0.131], [0.757, -1.848, -0.846], [-0.352, -1.912, 0.171], [0.134, -1.959, 1.492], [-1.800, -0.628, 0.080], [-1.592, 0.656, 0.827], [-2.478, -0.518, -1.246], [0.485, 1.163, -0.302], [1.567, 1.033, -1.773], [-0.052, 0.318, -1.678], [0.454, -1.125, 1.724], [-2.643, -1.273, 0.985]],
  "nbo_charge": [-0.777, 0.802, -0.713, -0.583, -0.268, -0.770, 1.916, -1.258, -1.223, 0.261, 0.183, 0.245, 0.431, -0.248],
  "total_charge": -2,
  "orbital_gap_ev": 4.803,
  "e_homo_ev": 1.8820,
  "lumo_energy_ha": 0.2457,
  "total_energy_ev": -22716.266
}

Record 3
{
  "formula": "C3H5NS2",
  "method": "ωB97M-V with the def2-TZVPD basis set",
  "symbols": ["S", "C", "S", "C", "C", "N", "H", "H", "H", "H", "H"],
  "coordinates": [[1.013, 2.146, -0.019], [1.083, 0.519, -0.143], [2.627, -0.293, -0.040], [-0.131, -0.340, -0.322], [-1.238, -0.174, 0.651], [-1.394, 0.245, -0.720], [2.184, -1.550, -0.178], [0.061, -1.357, -0.748], [-1.815, -1.046, 0.934], [-1.102, 0.598, 1.395], [-1.287, 1.250, -0.810]],
  "nbo_charge": [-0.014, -0.278, 0.146, -0.191, -0.221, -0.555, 0.115, 0.212, 0.205, 0.209, 0.373],
  "total_charge": 0,
  "orbital_gap_ev": 8.758,
  "e_homo_ev": -9.1230,
  "lumo_energy_ha": -0.0134,
  "total_energy_ev": -26351.205
}

Record 4
{
  "formula": "BrHO2",
  "method": "ωB97M-V with the def2-TZVPD basis set",
  "symbols": ["O", "O", "Br", "H"],
  "coordinates": [[-0.687, -0.475, 0.504], [-1.196, -1.305, -0.369], [-3.652, 0.080, 0.033], [-0.143, 0.184, -0.006]],
  "nbo_charge": [-0.300, -0.143, -0.019, 0.462],
  "total_charge": 0,
  "orbital_gap_ev": [9.749, 7.466],
  "e_homo_ev": [-10.9663, -10.6867],
  "lumo_energy_ha": [-0.0447, -0.1183],
  "total_energy_ev": -74148.385
}